An isolated molecule of C8H11NO4 at a distorted geometry. Source: OMol25; level of theory: ωB97M-V/def2-TZVPD.

```
! RIJCOSX wB97M-V def2-TZVPD def2/J DEFGRID3
* xyz 0 1
C -2.344 1.395 1.742
C -2.129 1.110 0.161
O -1.727 2.094 -0.515
O -2.413 -0.155 -0.455
C -1.582 -1.199 0.069
O -1.709 -1.739 1.186
C -0.417 -1.750 -0.888
C 1.063 -1.291 -0.441
C 1.665 -0.360 -1.601
C 1.936 1.040 -0.806
N 1.281 0.961 0.554
C 1.265 -0.472 0.924
O 1.417 -1.008 2.048
H -2.172 0.439 2.336
H -1.657 2.247 2.079
H -3.421 1.780 1.873
H -0.477 -2.893 -0.886
H -0.645 -1.392 -1.952
H 1.588 -2.282 -0.208
H 1.049 -0.196 -2.549
H 2.718 -0.796 -1.742
H 3.055 1.130 -0.585
H 1.643 1.925 -1.479
H 2.014 1.412 1.133
*
```

Energy relative to the best compared isomer or geometry (same formula, charge and spin), eV: 1.914
F_max, eV Å⁻¹: 5.32
HOMO level, eV: -10.02
Frontier orbital gap, eV: 10.507


An isolated molecule of C20H26ClN3O2S at a distorted geometry. Source: OMol25; level of theory: ωB97M-V/def2-TZVPD.

```
! RIJCOSX wB97M-V def2-TZVPD def2/J DEFGRID3
* xyz 0 1
C 2.721 -3.567 -5.750
C 2.235 -3.073 -4.425
C 1.977 -1.728 -4.193
C 1.530 -1.263 -2.972
C 1.341 -2.152 -1.920
N 0.855 -1.774 -0.668
C 1.057 -0.597 -0.005
S 2.154 0.535 -0.508
N 0.311 -0.417 1.116
C 0.595 0.661 2.039
C -0.464 1.765 2.026
C -0.650 2.359 0.619
N -1.508 3.518 0.521
C -2.884 3.305 0.922
C -3.705 4.518 0.479
O -3.210 5.706 1.050
C -1.860 5.900 0.696
C -0.994 4.721 1.145
C -0.731 -1.348 1.523
C -0.194 -2.493 2.325
C -0.035 -2.662 3.668
C 0.580 -3.927 3.843
C 0.754 -4.433 2.595
O 0.292 -3.576 1.667
C 1.576 -3.510 -2.132
C 2.016 -3.949 -3.365
Cl 2.296 -5.645 -3.582
H 2.025 -4.297 -6.161
H 2.824 -2.745 -6.452
H 3.686 -4.059 -5.639
H 2.126 -1.023 -4.998
H 1.334 -0.213 -2.835
H 0.559 -2.562 -0.106
H 1.560 1.086 1.755
H 0.679 0.237 3.046
H -1.419 1.381 2.391
H -0.133 2.546 2.712
H 0.327 2.642 0.221
H -1.069 1.592 -0.040
H -3.264 2.405 0.434
H -2.990 3.193 2.016
H -4.742 4.429 0.808
H -3.672 4.590 -0.619
H -1.545 6.823 1.185
H -1.774 6.012 -0.395
H 0.037 4.876 0.821
H -1.020 4.667 2.247
H -1.443 -0.796 2.138
H -1.258 -1.719 0.638
H -0.327 -1.979 4.439
H 0.850 -4.387 4.770
H 1.175 -5.354 2.243
H 1.419 -4.220 -1.334
*
```

Energy relative to the best compared isomer or geometry (same formula, charge and spin), eV: 0.794
F_max, eV Å⁻¹: 1.01
HOMO level, eV: -7.97
Frontier orbital gap, eV: 8.523


A structure of composition C40H33LaN11O2PS2 at a distorted geometry. Source: OMol25; level of theory: ωB97M-V/def2-TZVPD.

```
! RIJCOSX wB97M-V def2-TZVPD def2/J DEFGRID3
* xyz 0 1
La -0.524 0.735 -0.407
C 4.448 3.670 -0.345
C 3.343 4.429 -0.712
C 2.074 4.083 -0.267
C 1.889 2.969 0.551
C 2.999 2.209 0.910
C 4.270 2.558 0.468
N 0.595 2.539 0.954
C -0.192 3.326 1.690
C 0.200 4.596 2.235
C -0.633 5.296 3.051
C -1.928 4.816 3.407
C -2.339 3.613 2.931
C -1.505 2.853 2.068
N -1.879 1.633 1.560
N -2.949 1.126 1.982
C -3.338 -0.077 1.357
C -4.454 -0.712 1.882
C -4.955 -1.828 1.237
C -4.333 -2.275 0.081
C -3.208 -1.604 -0.357
N -2.703 -0.534 0.274
H 5.437 3.936 -0.698
H 3.470 5.294 -1.353
H 1.204 4.653 -0.577
H 2.855 1.340 1.544
H 5.123 1.956 0.758
H 1.185 4.977 2.004
H -0.299 6.246 3.454
H -2.565 5.403 4.055
H -3.309 3.206 3.184
H -4.910 -0.304 2.774
H -5.834 -2.332 1.621
H -4.706 -3.125 -0.475
H -2.691 -1.911 -1.256
S -2.594 0.923 -2.628
C -1.652 -0.277 -3.457
S -0.467 -1.151 -2.563
C -1.807 -0.453 -4.824
C -2.576 0.500 -5.573
N -3.118 1.339 -6.153
C -1.111 -1.486 -5.541
N -0.568 -2.315 -6.131
N -1.934 3.713 -1.382
N -1.570 3.782 -2.737
C -0.743 2.803 -3.205
N -0.556 2.698 -4.502
N 0.074 2.283 -2.237
N 1.076 1.450 -2.561
O 1.574 0.903 -1.533
O 1.507 1.258 -3.682
H -2.856 3.305 -1.273
H -1.930 4.648 -1.001
H -2.303 4.037 -3.383
H -1.327 2.905 -5.126
H 0.129 2.020 -4.804
C 2.917 -2.223 4.660
C 2.808 -3.351 3.847
C 2.112 -3.284 2.653
C 1.513 -2.088 2.259
C 1.619 -0.967 3.078
C 2.322 -1.032 4.279
P 0.662 -1.925 0.646
C -0.591 -3.266 0.710
C -1.030 -3.960 -0.419
C -2.018 -4.931 -0.308
C -2.610 -5.193 0.918
C -2.223 -4.466 2.037
C -1.219 -3.512 1.934
C 2.012 -2.505 -0.461
C 2.143 -3.786 -0.994
C 3.226 -4.104 -1.803
C 4.201 -3.154 -2.073
C 4.103 -1.889 -1.511
C 3.017 -1.571 -0.712
H 3.467 -2.279 5.591
H 3.274 -4.281 4.148
H 2.034 -4.162 2.020
H 1.148 -0.036 2.778
H 2.402 -0.155 4.910
H -0.625 -3.726 -1.394
H -2.332 -5.474 -1.191
H -3.378 -5.952 1.002
H -2.703 -4.641 2.993
H -0.914 -2.962 2.818
H 1.415 -4.552 -0.774
H 3.304 -5.097 -2.228
H 5.036 -3.401 -2.718
H 4.866 -1.145 -1.701
H 2.954 -0.579 -0.283
*
```

Energy relative to the best compared isomer or geometry (same formula, charge and spin), eV: 0.674
F_max, eV Å⁻¹: 1.66
HOMO level (alpha / beta), eV: -7.38 / -7.38
Frontier orbital gap (alpha / beta), eV: 5.973 / 5.975